Molecular formula: C3H8BNO
Method: DFT, ωB97M-V with the def2-TZVPD basis set

ORCA input file:
```
! wB97M-V def2-TZVPD RIJCOSX def2/J DEFGRID3
* xyz 0 1
H 0.98288 -1.42477 -1.42213
H 1.13758 -0.42295 1.62011
H -1.27883 0.70346 1.34340
H 2.76576 -0.68088 0.56697
H -2.06253 1.12106 -0.31211
N -0.00336 1.53963 -0.01431
H -1.10946 -1.39363 0.57805
O 1.07763 0.68615 -0.43257
H -0.07679 2.18883 -0.76353
C -1.10945 0.70433 0.22423
B 1.55042 -0.41057 0.55046
H -1.52690 -1.03538 -1.12740
C -0.93345 -0.74826 -0.26013
C 0.58651 -0.82702 -0.55103
*
```

Output
Lowest unoccupied orbital energy ... 0.76 eV
Electronic energy ... -273.8220 hartree
Highest occupied orbital energy ... -9.83 eV
Energy above the lowest of the compared OMol25 structures with the same formula, charge and spin ... 116.1 kcal/mol
Gap between HOMO and LUMO ... 10.59 eV

Löwdin atomic charge list, values in e, 8 entries: atom 1 (H): 0.142, atom 2 (H): 0.053, atom 3 (H): 0.129, atom 4 (H): 0.069, atom 5 (H): 0.152, atom 6 (N): 0.019, atom 7 (H): 0.105, atom 8 (O): -0.076

---

Molecular formula: C30H70InN3O9PS
Method: DFT, ωB97M-V with the def2-TZVPD basis set

ORCA input file:
```
! wB97M-V def2-TZVPD RIJCOSX def2/J DEFGRID3
* xyz -1 1
H 2.73836 0.49558 0.80043
C 8.26198 -2.97867 0.93363
C 0.90491 -1.53241 8.52405
H 5.92847 -6.07409 -1.37849
H 3.13649 -0.94899 2.80700
H -4.07228 4.25456 -10.03138
H 3.16272 -6.51777 3.83826
H 0.90539 -0.93059 2.92127
C 0.31159 -3.85898 3.41629
H -3.49923 1.38562 0.28903
C -3.04853 1.15182 -9.49241
C -0.10965 5.97884 -3.01099
P -2.11085 2.96567 -0.23565
C -3.99412 1.87244 -8.54500
H 4.93253 -3.88920 -0.94374
H -2.19848 0.74398 -8.94437
H -2.01532 -0.62011 -1.01745
O -3.03092 2.01761 0.83970
C 2.92500 -3.56292 9.35902
H 1.44692 -1.25258 7.62014
O -7.04324 4.87211 -2.25408
C 0.50743 -0.34070 2.08407
H -5.04941 1.13314 -2.59947
C 2.52396 -3.96729 10.76854
H -0.55161 -5.64411 2.60110
H -0.65165 -3.34902 3.43927
C 3.29328 -1.34516 1.80076
C 1.91423 -6.33169 5.57250
H -2.82122 5.04164 -1.06075
C -1.08519 3.86610 -4.65826
H 3.38699 -3.92517 11.43389
O 1.30818 -6.09827 3.20198
H -0.64591 1.74806 -4.77402
H -0.37215 -5.68961 4.34540
H 1.68453 1.42155 2.55799
H 0.88338 -3.52846 4.28669
C 5.89182 -4.11584 -0.47857
H -2.04311 4.29614 -4.38692
H 1.15088 -5.67028 5.98417
H 4.35923 -1.28318 1.58001
S 0.29210 5.06867 -4.43227
H -3.56831 0.33661 -9.99707
H -5.60399 5.92496 -3.26295
C -6.04250 4.92674 -3.28850
H -6.50327 4.78943 -4.25810
C -1.57205 -0.37875 -1.97831
H 2.66509 -4.86895 4.16727
O 5.86121 -3.47642 0.78243
H -1.09828 3.72051 -5.73354
N -0.52415 6.73066 -1.06408
H -4.81697 2.34090 -9.09840
C 0.11433 -5.36487 3.41773
C -2.71796 3.89258 -8.36687
H -3.97617 4.39270 -0.03408
H 2.75989 -0.92158 -0.23250
N -2.98841 4.49030 -0.23425
H 9.08880 -2.96814 1.64487
H -4.44549 1.14715 -7.86797
O 1.09665 -0.76156 0.86896
C 6.06286 -5.62376 -0.39467
C -4.32761 1.47524 -3.34098
C -0.76959 2.49398 -3.99587
H 2.99891 -2.39576 1.80948
H 0.05165 1.42997 3.22683
H -4.51201 5.08044 -8.53881
H 0.17114 2.60311 -3.47396
H 8.58722 -3.53862 0.05497
H 8.05572 -1.95582 0.61621
H -5.97840 2.51154 -4.24262
H -6.14712 6.48128 -1.28865
H 2.12142 -4.98107 10.77488
H 7.05718 -5.89926 -0.03697
H 1.47264 -1.16087 9.37931
H 0.30861 1.72958 1.49914
H -3.96551 4.41494 -3.15183
H 2.77347 -6.29805 6.24282
H 7.20938 -4.64554 1.83194
H 0.85553 -3.54152 2.52594
N -0.15328 5.62357 -1.78694
H 0.22791 -3.33173 9.52257
C 7.02716 -3.59648 1.57010
O -7.07054 5.21706 -0.04181
H -0.55134 -0.58860 2.00102
H 0.05233 -3.34967 7.77721
H -2.65702 1.82150 -10.26096
H 6.80438 -3.07518 2.50184
H -3.15042 5.66557 -9.51647
C -0.65933 7.67692 -1.88815
H -4.98157 3.51104 -2.04755
H 3.26879 -2.52251 9.33671
O 1.91143 -3.77196 8.39702
H -1.90984 -1.08807 -2.72499
H 6.66381 -3.67138 -1.11751
H -4.42372 2.96970 -4.95190
O -3.35336 2.81693 -7.71313
H -0.93486 8.68383 -1.66856
C -4.92459 3.91242 -3.05075
H 3.76624 -4.17700 9.03562
C 0.64535 1.14686 2.35700
H 1.50790 -7.34477 5.56676
C 0.71498 -3.03867 8.58529
In -2.24818 1.71642 -2.48623
C 2.49051 -0.57177 0.76519
H 5.33283 -6.05236 0.29301
H -0.49210 -0.36396 -1.88915
C -3.66919 4.77480 -9.16020
H 1.75863 -3.30481 11.17655
C -6.71534 5.54735 -1.14924
O -0.41333 7.29067 -3.15393
H -4.30044 0.68689 -4.09690
C -4.92564 2.72100 -4.01910
H -1.90226 3.52896 -9.00349
H -0.06219 -1.02957 8.52469
C 2.32035 -5.90919 4.17068
H -2.25543 4.48558 -7.57747
*
```

Output
Lowest unoccupied orbital energy ... 2.10 eV
Electronic energy ... -2956.0121 hartree
Highest occupied orbital energy ... -2.88 eV
Gap between HOMO and LUMO ... 4.98 eV

Löwdin atomic charge list, values in e, 8 entries: atom 1 (H): 0.110, atom 2 (C): -0.081, atom 3 (C): -0.077, atom 4 (H): 0.075, atom 5 (H): 0.066, atom 6 (H): 0.064, atom 7 (H): 0.115, atom 8 (H): 0.090

---

Molecular formula: C5H34N2O12
Method: DFT, ωB97M-V with the def2-TZVPD basis set

ORCA input file:
```
! wB97M-V def2-TZVPD RIJCOSX def2/J DEFGRID3
* xyz 0 1
C 2.24605 -0.38274 0.71143
H 1.84524 -1.57149 -1.09449
C 2.10207 2.40914 -0.69596
H -2.68927 1.68412 -3.08382
H -0.70931 0.57084 -2.59611
O -0.17026 -3.11371 0.37052
H -3.07112 3.40955 -0.44722
H 3.00855 2.86858 -0.26965
H 3.21031 0.08582 0.96087
H 0.91517 0.60504 5.13601
O -2.11664 -3.17479 -1.20892
C 0.00086 2.91575 0.31251
H -0.94947 0.05263 0.54294
O 2.39122 0.18521 -3.55237
O -0.02474 0.13404 0.17565
H 0.34552 0.00458 -1.63374
H -0.71349 -3.88082 0.48562
H 0.63138 1.52583 2.74604
H 2.87082 0.73069 -2.99622
H 0.14179 -2.11145 -3.90974
H -0.37686 1.32973 4.56942
O -2.19334 2.07566 -2.46518
H 1.51361 0.13889 -3.14649
H 3.34625 -1.06611 -0.96898
H -3.37985 -3.31808 2.13524
H -2.31238 1.53931 -1.69994
H -0.84281 -2.14094 -2.59313
H -0.85843 2.43389 0.84004
O -3.01015 -2.82380 1.42275
H 1.66476 2.84891 -1.55089
H 2.73923 -1.68183 2.57880
N 1.17050 2.13941 0.39723
C 2.20287 -1.64221 1.61380
H 0.02521 4.03211 0.76152
H -0.21641 3.14926 -0.75201
H 2.34753 -2.52452 0.96645
O 0.73004 0.71054 2.25185
O 0.54843 1.43973 4.91368
O 0.05353 0.00715 -2.47473
O -0.40525 -2.63003 -3.28507
H -2.24317 -0.63227 2.02796
O -3.18158 2.65472 0.21961
C 0.98517 0.60892 0.88497
H 2.40934 1.47338 -1.25643
H -1.87258 -3.81397 -1.93073
H -2.99294 -3.51966 0.76613
N 2.36625 -0.75256 -0.83165
H -0.62758 -2.34170 0.85651
O -1.95740 0.35856 1.95574
H -1.07567 0.31541 2.31399
H -1.37703 -2.65377 -1.25435
H -3.57785 3.21529 0.95111
H 1.13388 -1.87626 1.82942
*
```

Output
SMILES ... C[C@@H](N)C(O)(O)N(C)C.O.O.O.O.O.O.O.O.O.O
Lowest unoccupied orbital energy ... 0.03 eV
Electronic energy ... -1223.1443 hartree
Highest occupied orbital energy ... -7.94 eV
Energy above the lowest of the compared OMol25 structures with the same formula, charge and spin ... 149.8 kcal/mol
Gap between HOMO and LUMO ... 7.97 eV

Löwdin atomic charge list, values in e, 8 entries: atom 1 (C): -0.216, atom 2 (H): 0.058, atom 3 (C): -0.092, atom 4 (H): -0.012, atom 5 (H): 0.046, atom 6 (O): -0.078, atom 7 (H): 0.073, atom 8 (H): 0.089

---

Molecular formula: C5H8S
Method: DFT, ωB97M-V with the def2-TZVPD basis set

ORCA input file:
```
! wB97M-V def2-TZVPD RIJCOSX def2/J DEFGRID3
* xyz 0 1
H -1.95698 1.79331 0.18371
C -2.51531 0.86563 0.04085
C -0.27835 -0.21220 -0.38039
H -0.43592 -2.37840 0.27662
H -2.05619 -1.19855 -0.30329
C 0.25506 -1.61556 -0.26847
H 1.97135 0.44569 1.17670
H 1.31558 -1.92132 -0.40008
H -3.53264 0.77696 0.17377
C 2.34724 0.72776 0.18168
S 0.75134 1.16471 -0.53426
H 2.95356 0.01319 -0.34118
C -1.72618 -0.21839 -0.19285
H 2.90744 1.75718 0.38718
*
```

Output
SMILES ... C=CC(=C)SC
Lowest unoccupied orbital energy (alpha / beta) ... 0.36 / 0.36 eV
Electronic energy ... -593.3964 hartree
Highest occupied orbital energy (alpha / beta) ... -7.94 / -7.95 eV
Energy above the lowest of the compared OMol25 structures with the same formula, charge and spin ... 57.6 kcal/mol
Gap between HOMO and LUMO (alpha / beta) ... 8.31 / 8.31 eV

Löwdin atomic charge list, values in e, 8 entries: atom 1 (H): 0.047, atom 2 (C): 0.040, atom 3 (C): -0.643, atom 4 (H): 0.076, atom 5 (H): 0.063, atom 6 (C): 0.005, atom 7 (H): 0.030, atom 8 (H): 0.036